No. 1
100
Properties=species:S:1:pos:R:3:forces:R:3:mulliken_charge:R:1 method="wB97M-V/def2-TZVPD" gap_ha="0.299 / 0.335" charge=0 e_lumo_ev="-0.221 / -0.221" multiplicity=3 e_homo_ev="-8.35 / -9.33"
C -3.602218 -3.766501 -2.440875 -0.06 -0.34 -0.25 -0.88
C -5.044294 -3.959766 -2.022029 0.34 -0.19 0.36 -0.23
O -5.809648 -4.625752 -3.048520 0.14 0.17 0.02 -0.43
C -6.691800 -3.798566 -3.676858 0.63 -0.25 -0.22 0.40
O -7.794991 -3.636315 -3.279344 -1.05 0.12 0.36 -0.51
C -6.108945 -3.111290 -4.874859 -0.41 0.44 -0.06 0.60
C -7.124882 -2.313041 -5.694543 0.60 -0.15 -0.70 -0.86
C -6.749054 -0.828363 -5.808157 -0.66 -0.14 0.86 -1.22
C -6.919246 -0.173962 -4.448103 0.00 0.19 0.10 0.77
C -8.238110 -0.057975 -3.976646 0.42 0.22 0.45 -0.99
C -8.451144 0.482016 -2.724156 -0.08 -0.26 -0.57 -0.22
C -7.403577 0.902439 -1.934056 0.62 -0.07 -0.24 -0.79
C -6.096968 0.805448 -2.375026 -0.16 0.00 -0.27 -0.41
C -5.839188 0.273303 -3.652720 -0.64 -0.22 0.24 1.18
C -4.425847 0.201060 -4.195479 -0.03 0.62 0.21 -0.99
P -3.115279 0.305636 -2.957859 -0.07 -0.78 0.41 1.08
O -3.374583 -0.441624 -1.729136 -0.22 -0.06 0.14 -0.53
O -2.858093 1.858383 -2.754053 0.29 0.15 -0.24 -0.52
O -1.784156 -0.211696 -3.696675 -0.20 0.36 -0.35 -0.62
C -7.956644 1.409080 -0.644983 -0.28 -0.14 -0.53 0.31
O -7.410931 1.871155 0.310385 0.43 0.16 0.49 -0.59
N -9.334231 1.257136 -0.783693 -0.43 0.02 0.66 0.00
C -9.733305 0.706906 -1.987406 0.91 0.08 -0.20 0.10
O -10.850353 0.496280 -2.345394 -0.84 -0.20 -0.14 -0.58
H -3.444095 -2.835667 -2.972296 0.07 0.17 -0.06 -0.11
H -2.938019 -3.799727 -1.585590 0.07 0.25 0.21 0.41
H -3.321314 -4.597130 -3.082978 0.07 -0.11 -0.12 0.41
H -5.081143 -4.601922 -1.149424 -0.12 -0.17 0.10 0.39
H -5.506701 -3.017269 -1.738760 -0.18 0.14 -0.06 0.25
H -5.389490 -2.416440 -4.446849 0.33 -0.01 0.14 -0.82
H -5.541540 -3.817104 -5.468126 0.10 -0.20 -0.07 0.57
H -7.155875 -2.727942 -6.700911 -0.08 -0.05 -0.12 0.43
H -8.120498 -2.419382 -5.286357 -0.16 -0.01 0.22 0.54
H -7.463252 -0.356605 -6.475936 0.11 0.16 -0.31 0.50
H -5.746003 -0.712327 -6.194142 0.15 0.08 -0.24 0.36
H -9.079765 -0.394328 -4.562604 -0.05 -0.05 -0.14 0.50
H -5.299675 1.132463 -1.728840 0.13 0.04 0.09 0.57
H -4.287050 1.014596 -4.908369 0.14 0.09 -0.11 0.43
H -4.235302 -0.711213 -4.749216 -0.10 -0.30 -0.05 0.58
H -1.919041 2.034691 -2.608074 -0.03 0.20 0.08 0.41
H -1.996441 -0.739599 -4.473115 0.27 -0.10 -0.05 0.34
H -9.966625 1.386615 -0.009571 -0.02 0.16 -0.05 0.23
C 0.864156 1.208002 1.062719 0.19 -0.05 0.07 -1.93
C 0.313522 -0.183671 0.689714 0.04 1.29 -0.12 1.87
C -0.844408 -0.528397 1.624233 -0.05 -0.32 0.30 -1.21
C -0.368652 -0.795380 3.053784 0.10 0.04 -0.04 -0.55
C 0.722953 -1.868081 3.090458 -0.52 0.01 -0.06 -1.49
C 1.870175 -1.653987 2.097250 1.03 0.38 0.63 1.96
N 1.351432 -1.256589 0.754178 -1.21 -1.15 0.29 0.59
O 0.965606 -2.297373 0.089376 0.46 0.29 -0.25 -0.64
C 2.876409 -0.610084 2.613346 -0.06 0.24 0.03 -1.87
C 2.662165 -2.952797 1.978726 -0.08 -0.24 -0.24 -1.99
C -0.164307 -0.054493 -0.750516 0.02 -0.31 -0.31 -1.99
H 0.121609 1.962208 0.802295 -0.06 -0.06 -0.11 0.42
H 1.062924 1.345577 2.121362 -0.02 -0.04 -0.03 0.42
H 1.777582 1.433021 0.508819 0.01 -0.04 0.02 0.37
H -1.370932 -1.409870 1.247076 0.09 -0.02 -0.08 0.34
H -1.566472 0.290015 1.615771 0.02 0.05 -0.07 0.36
H -0.008438 0.125159 3.520458 0.01 0.03 -0.05 0.33
H -1.215330 -1.123468 3.659481 0.02 -0.01 0.02 0.42
H 1.138763 -1.940599 4.097544 0.08 -0.01 -0.01 0.37
H 0.255358 -2.835199 2.880963 0.05 0.01 -0.12 0.41
H 3.668673 -0.452899 1.879806 -0.02 -0.01 -0.04 0.34
H 3.344800 -0.959859 3.534534 -0.04 -0.16 -0.04 0.59
H 2.443803 0.358791 2.845741 -0.02 -0.07 -0.01 0.30
H 2.030405 -3.800024 1.720327 -0.02 0.08 -0.08 0.43
H 3.133548 -3.170393 2.936948 0.00 0.09 0.06 0.42
H 3.445539 -2.869230 1.224053 -0.02 0.03 -0.01 0.42
H 0.668879 0.205357 -1.408339 0.02 -0.03 0.03 0.45
H -0.912154 0.735502 -0.814173 -0.02 0.06 0.17 0.27
H -0.624189 -0.963422 -1.126347 0.03 -0.03 0.07 0.50
C 6.602951 0.535926 2.755421 0.05 -0.04 0.23 -1.87
C 6.764552 1.978225 2.238709 -0.50 -1.14 -0.11 2.00
C 8.031591 2.068633 1.390730 0.37 0.20 0.04 -1.42
C 9.300475 1.939765 2.235827 -0.07 -0.02 0.09 -0.45
C 9.316689 2.956963 3.379448 0.09 0.03 -0.50 -1.30
C 8.032951 3.010961 4.214309 0.17 -0.55 1.13 1.60
N 6.823392 2.989054 3.337363 0.89 1.03 -1.00 0.45
O 6.577530 4.170683 2.871851 -0.42 -0.21 0.35 -0.60
C 7.976353 1.862549 5.239326 -0.01 -0.19 -0.11 -1.63
C 8.040429 4.291483 5.043788 -0.13 0.30 -0.13 -1.82
C 5.517572 2.241759 1.400445 -0.08 0.36 -0.14 -1.99
H 6.364491 -0.122547 1.919870 -0.08 0.12 -0.10 0.45
H 7.495255 0.113371 3.208233 0.00 0.08 0.00 0.35
H 5.784670 0.465870 3.474077 0.02 0.04 0.02 0.36
H 8.050027 3.023779 0.856981 -0.09 0.05 0.09 0.36
H 8.008429 1.285962 0.629657 -0.07 -0.04 0.01 0.38
H 9.401020 0.925563 2.630472 -0.07 -0.02 0.00 0.31
H 10.174084 2.099284 1.600993 0.02 0.00 0.02 0.42
H 10.159511 2.755651 4.043589 -0.03 0.01 0.07 0.39
H 9.495010 3.947230 2.948842 -0.12 0.03 0.02 0.39
H 7.042834 1.906052 5.801844 -0.03 0.01 -0.03 0.38
H 8.797093 1.959294 5.950693 0.01 0.13 -0.03 0.46
H 8.060539 0.869023 4.809245 0.02 0.07 -0.02 0.26
H 8.185732 5.179428 4.432133 -0.09 -0.05 -0.04 0.38
H 8.859078 4.245383 5.761531 0.03 -0.10 0.01 0.42
H 7.107773 4.407733 5.596995 -0.01 -0.02 -0.02 0.44
H 4.620769 2.160919 2.017438 0.00 0.01 0.01 0.45
H 5.449775 1.501574 0.603228 0.06 -0.10 0.04 0.43
H 5.525319 3.226914 0.938714 0.05 0.00 0.10 0.43


No. 2
12
Properties=species:S:1:pos:R:3:forces:R:3:mulliken_charge:R:1 method="wB97M-V/def2-TZVPD" relative_energy_kj_mol=524.0 gap_ha="0.249 / 0.249" charge=+1 e_lumo_ev="-7.198 / -7.200" e_homo_ev="-13.98 / -13.98"
C 0.098617 0.691634 -0.385978 -1.34 1.73 0.83 -0.46
C -1.144853 0.710834 0.597596 -0.44 1.10 1.67 -0.42
N -2.444147 -1.547794 -0.350262 3.17 -2.00 1.27 -0.26
N 0.857889 -0.464992 -0.101331 2.53 0.67 -3.26 0.11
N 0.526628 -1.088427 0.839965 -1.07 -3.13 3.34 -0.51
S -2.682492 -0.136530 0.153579 1.86 -0.16 -0.29 0.50
H 0.005030 0.869087 -1.481297 -0.28 -0.27 0.92 0.33
H 0.695823 1.515091 0.062108 -0.05 -0.19 -0.74 0.29
H -0.599840 0.219710 1.569682 -1.89 0.86 -1.88 0.38
H -1.572801 1.744093 0.876083 0.97 -1.35 -0.59 0.41
H -1.357182 -2.083638 -0.130671 -3.74 2.39 -0.99 0.37
H 1.129582 -1.902087 1.040446 0.29 0.36 -0.29 0.26